No. 1
This record from OMol25 describes a structure of composition C65H79AsGe2N7O8S6Ti at a distorted geometry. The level of theory is ωB97M-V/def2-TZVPD.

As for the total charge: -1. As for the energy above the lowest of the compared OMol25 structures with the same formula, charge and spin: 0.0 kcal/mol. The calculation puts the highest occupied orbital energy at -5.47 eV. The value obtained for the HOMO-LUMO gap is 7.490 eV. Its LUMO energy is 2.020 eV.

Last column: Löwdin charge in e.
Positions of all 169 atoms, in Å:
Ti: -2.01 0.36 0.38  0.677
O: -4.43 1.73 3.86  -0.354
As: -3.00 2.40 3.02  1.170
O: -2.05 2.69 4.29  -0.559
O: -2.27 0.30 2.27  -0.491
C: -3.03 -0.65 2.84  -0.458
C: -2.62 -1.31 3.99  -0.008
C: -3.39 -2.32 4.53  -0.068
C: -4.61 -2.68 3.96  -0.092
C: -5.07 -1.99 2.85  -0.057
C: -4.28 -1.00 2.28  -0.215
S: -4.97 -0.04 0.97  0.552
O: -5.70 -0.92 0.08  -0.299
O: -5.82 0.96 1.59  -0.301
O: -3.82 0.60 0.23  -0.442
H: -5.11 1.51 3.20  -0.035
H: -1.69 -1.01 4.45  0.134
H: -3.04 -2.86 5.40  0.106
H: -5.22 -3.46 4.39  0.101
H: -6.03 -2.19 2.41  0.118
C: 1.66 2.67 5.70  -0.044
C: 2.29 2.70 4.33  -0.253
C: 1.80 3.56 3.36  -0.006
C: 2.32 3.58 2.08  -0.236
C: 1.82 4.57 1.07  -0.051
C: 3.34 2.67 1.75  -0.166
C: 3.92 1.87 2.74  -0.248
C: 5.11 1.00 2.46  -0.058
C: 3.38 1.90 4.02  -0.016
C: 3.81 2.63 0.34  -0.225
C: 4.89 3.43 -0.04  -0.039
C: 5.32 3.47 -1.35  -0.064
C: 4.66 2.71 -2.30  -0.032
C: 3.59 1.89 -1.96  -0.220
C: 3.17 1.84 -0.63  -0.172
Ge: 1.68 0.61 -0.05  0.214
S: -0.08 1.72 0.69  0.379
S: 1.44 -1.16 -1.50  0.389
Ge: 1.07 -2.25 0.49  0.132
S: -0.97 -1.88 1.15  0.452
S: 2.40 -0.79 1.61  0.349
C: 1.63 -4.19 0.67  -0.163
C: 3.00 -4.50 0.70  -0.226
C: 3.43 -5.81 0.85  -0.038
C: 2.53 -6.85 0.98  -0.061
C: 1.18 -6.56 0.95  -0.040
C: 0.72 -5.25 0.79  -0.216
C: -0.77 -5.15 0.75  -0.180
C: -1.51 -5.10 1.94  -0.236
C: -0.82 -4.91 3.26  -0.028
C: -2.89 -5.18 1.87  -0.008
C: -3.55 -5.33 0.66  -0.276
C: -5.06 -5.41 0.61  -0.045
C: -2.80 -5.39 -0.51  -0.026
C: -1.41 -5.31 -0.48  -0.224
C: -0.60 -5.40 -1.74  -0.026
C: 4.10 -3.49 0.63  -0.179
C: 4.70 -3.16 -0.59  -0.198
C: 4.10 -3.63 -1.89  -0.040
C: 5.85 -2.38 -0.59  -0.014
C: 6.41 -1.92 0.59  -0.263
C: 7.65 -1.07 0.58  -0.044
C: 5.81 -2.26 1.79  -0.041
C: 4.67 -3.04 1.83  -0.264
C: 4.03 -3.41 3.15  -0.038
C: 2.93 1.12 -3.04  -0.196
C: 3.62 0.05 -3.65  -0.246
C: 4.97 -0.40 -3.16  -0.034
C: 3.04 -0.60 -4.73  -0.025
C: 1.80 -0.23 -5.22  -0.268
C: 1.18 -0.93 -6.40  -0.049
C: 1.13 0.83 -4.61  -0.017
C: 1.68 1.50 -3.53  -0.220
C: 0.92 2.65 -2.92  -0.026
H: 0.59 2.83 5.63  0.069
H: 2.09 3.45 6.34  0.077
H: 1.84 1.71 6.18  0.073
H: 0.97 4.22 3.60  0.119
H: 1.31 5.39 1.57  0.071
H: 1.12 4.08 0.38  0.031
H: 2.64 4.97 0.47  0.081
H: 5.40 1.04 1.41  0.067
H: 4.89 -0.04 2.70  0.034
H: 5.96 1.32 3.07  0.090
H: 3.81 1.26 4.78  0.120
H: 5.37 4.03 0.73  0.122
H: 6.16 4.09 -1.63  0.099
H: 4.98 2.74 -3.34  0.121
H: 4.50 -6.01 0.88  0.126
H: 2.87 -7.87 1.11  0.102
H: 0.44 -7.35 1.06  0.126
H: 0.08 -5.52 3.34  0.077
H: -1.49 -5.14 4.08  0.076
H: -0.51 -3.86 3.34  0.068
H: -3.46 -5.12 2.79  0.106
H: -5.45 -5.77 1.56  0.075
H: -5.39 -6.07 -0.19  0.074
H: -5.48 -4.41 0.44  0.076
H: -3.31 -5.51 -1.46  0.118
H: -1.25 -5.47 -2.62  0.079
H: 0.05 -6.27 -1.71  0.084
H: 0.04 -4.52 -1.85  0.076
H: 3.64 -4.62 -1.78  0.078
H: 4.86 -3.68 -2.67  0.076
H: 3.32 -2.94 -2.20  0.026
H: 6.33 -2.15 -1.53  0.102
H: 8.10 -1.04 -0.41  0.074
H: 8.39 -1.44 1.29  0.077
H: 7.40 -0.04 0.87  0.066
H: 6.24 -1.91 2.73  0.117
H: 4.61 -3.01 3.98  0.079
H: 3.95 -4.49 3.25  0.080
H: 3.02 -3.00 3.19  0.054
H: 5.13 -0.11 -2.12  0.077
H: 5.76 0.04 -3.77  0.089
H: 5.04 -1.48 -3.23  0.050
H: 3.57 -1.43 -5.18  0.115
H: 1.85 -1.70 -6.80  0.068
H: 0.96 -0.22 -7.20  0.077
H: 0.24 -1.40 -6.11  0.079
H: 0.15 1.12 -4.98  0.119
H: 0.24 3.09 -3.65  0.066
H: 1.60 3.42 -2.55  0.084
H: 0.30 2.30 -2.09  0.040
N: -3.21 -1.96 -0.68  -0.017
C: -2.38 -2.11 -1.87  -0.159
C: -1.74 -0.78 -2.27  -0.623
O: -1.55 -0.50 -3.43  0.077
O: -1.41 -0.04 -1.24  -0.300
H: -3.11 -2.76 -0.07  0.036
H: -4.19 -1.82 -0.88  0.049
H: -2.91 -2.52 -2.74  0.125
H: -1.54 -2.76 -1.63  0.088
C: -3.40 6.56 0.55  -0.071
N: -2.87 5.25 0.89  -0.168
C: -1.46 5.27 1.20  -0.091
C: -3.41 4.11 0.30  -0.504
N: -2.71 3.12 -0.12  0.086
N: -4.79 4.15 0.19  -0.151
C: -5.59 4.49 1.36  -0.074
C: -5.45 3.23 -0.73  -0.052
H: -2.75 7.06 -0.18  0.085
H: -3.45 7.18 1.45  0.086
H: -4.39 6.47 0.13  0.075
H: -1.30 6.01 1.99  0.094
H: -0.85 5.54 0.33  0.091
H: -1.14 4.30 1.59  0.039
H: -1.72 3.31 -0.19  -0.028
H: -4.96 4.97 2.11  0.080
H: -6.03 3.59 1.79  0.071
H: -6.40 5.17 1.08  0.084
H: -4.70 2.62 -1.22  0.046
H: -6.01 3.80 -1.48  0.087
H: -6.13 2.56 -0.20  0.071
C: -3.70 5.99 -4.17  -0.101
C: -2.57 5.01 -4.52  -0.248
C: -2.89 3.65 -4.01  -0.614
N: -2.43 3.14 -2.93  0.032
N: -2.93 1.93 -2.61  0.007
C: -3.79 1.49 -3.47  -0.705
N: -4.57 0.38 -3.29  0.119
S: -4.05 2.59 -4.82  1.049
H: -3.45 7.00 -4.48  0.068
H: -3.87 5.99 -3.09  0.069
H: -4.63 5.69 -4.66  0.065
H: -1.64 5.33 -4.04  0.109
H: -2.43 4.98 -5.60  0.103
H: -4.38 -0.11 -2.43  0.074
H: -4.76 -0.19 -4.10  0.096

=====

No. 2
This record from OMol25 describes a structure of composition C65H86BFFeN8P2Te at a distorted geometry. The level of theory is ωB97M-V/def2-TZVPD.

As for the total charge: 0. The calculation puts the highest occupied orbital energy (alpha / beta) at -6.60 / -6.60 eV. The value obtained for the HOMO-LUMO gap (alpha / beta) is 6.697 / 6.694 eV. Its LUMO energy (alpha / beta) is 0.094 / 0.094 eV.

Last column: Löwdin charge in e.
Positions of all 165 atoms, in Å:
Fe: 0.34 1.15 -0.51  0.501
C: -4.13 -0.55 -4.75  -0.110
C: -3.47 -1.62 -3.88  -0.683
C: -4.40 -2.82 -3.72  -0.087
C: -2.20 -2.11 -4.60  -0.089
P: -2.81 -0.71 -2.32  1.181
C: -2.12 -2.16 -1.30  -0.271
N: -0.71 -2.16 -1.61  -0.031
B: 0.09 -0.98 -1.76  -0.459
N: 1.20 -1.39 -2.57  -0.046
C: 2.20 -0.56 -3.20  -0.263
P: 1.89 1.21 -2.64  1.173
C: 1.20 1.95 -4.26  -0.654
C: -0.12 1.21 -4.51  -0.111
C: 0.89 3.42 -3.97  -0.089
C: 2.04 1.83 -5.54  -0.084
C: 3.66 1.87 -2.34  -0.667
C: 4.42 0.82 -1.54  -0.106
C: 3.44 3.06 -1.41  -0.136
C: 4.49 2.29 -3.55  -0.079
C: 1.11 -2.74 -2.82  -0.190
C: 1.91 -3.59 -3.55  -0.020
C: 1.55 -4.93 -3.63  -0.108
C: 0.40 -5.40 -3.00  -0.104
C: -0.43 -4.55 -2.29  -0.030
C: -0.07 -3.22 -2.21  -0.203
C: -4.22 -0.10 -1.18  -0.666
C: -5.28 -1.14 -0.85  -0.090
C: -3.50 0.32 0.11  -0.119
C: -4.84 1.15 -1.83  -0.093
H: -4.33 -0.93 -5.75  0.082
H: -3.48 0.32 -4.85  0.068
H: -5.07 -0.21 -4.32  0.069
H: -4.60 -3.24 -4.70  0.085
H: -5.35 -2.55 -3.26  0.059
H: -3.93 -3.60 -3.12  0.067
H: -2.44 -2.38 -5.63  0.090
H: -1.79 -2.99 -4.11  0.070
H: -1.44 -1.34 -4.61  0.054
H: -2.55 -3.12 -1.57  0.077
H: -2.27 -1.98 -0.23  0.037
H: 2.12 -0.64 -4.29  0.092
H: 3.20 -0.89 -2.93  0.080
H: -0.66 1.05 -3.57  0.021
H: 0.05 0.24 -4.96  0.072
H: -0.75 1.78 -5.18  0.093
H: 0.28 3.50 -3.07  0.062
H: 0.35 3.87 -4.80  0.091
H: 1.80 3.99 -3.81  0.065
H: 2.54 0.87 -5.62  0.067
H: 2.79 2.61 -5.62  0.064
H: 1.38 1.93 -6.40  0.089
H: 3.75 0.40 -0.80  0.040
H: 5.27 1.27 -1.03  0.094
H: 4.81 0.02 -2.18  0.078
H: 2.85 2.73 -0.54  0.060
H: 4.38 3.46 -1.06  0.091
H: 2.88 3.85 -1.90  0.061
H: 4.55 1.50 -4.28  0.078
H: 5.50 2.53 -3.22  0.089
H: 4.08 3.18 -4.02  0.068
H: 2.80 -3.23 -4.05  0.103
H: 2.15 -5.61 -4.21  0.094
H: 0.15 -6.45 -3.07  0.096
H: -1.33 -4.93 -1.83  0.106
H: -4.83 -2.10 -0.60  0.072
H: -5.94 -1.30 -1.70  0.060
H: -5.89 -0.81 -0.01  0.085
H: -3.23 -0.54 0.72  0.007
H: -4.13 0.98 0.71  0.094
H: -2.57 0.86 -0.12  0.049
H: -4.28 1.46 -2.71  0.044
H: -4.84 1.99 -1.14  0.073
H: -5.87 0.97 -2.13  0.076
C: -2.99 2.78 3.47  -0.042
C: -1.62 2.11 3.33  -0.380
C: -1.37 1.21 4.54  -0.111
C: -0.56 3.18 3.18  -0.166
C: -0.06 3.81 4.31  -0.046
C: 0.82 4.86 4.24  -0.075
C: 1.22 5.30 2.99  -0.045
C: 0.76 4.70 1.83  -0.143
C: 1.21 5.26 0.49  -0.362
C: 2.71 5.55 0.49  -0.085
C: 0.45 6.54 0.15  -0.041
C: -0.14 3.62 1.91  -0.239
N: -0.61 3.01 0.73  0.034
C: -1.57 3.69 0.08  -0.274
C: -2.27 4.81 0.59  -0.061
C: -3.19 5.49 -0.18  -0.107
C: -3.49 5.11 -1.48  -0.109
C: -2.85 3.99 -2.00  -0.047
C: -1.96 3.31 -1.22  -0.202
F: -1.33 2.18 -1.73  -0.076
H: -3.76 2.03 3.64  0.078
H: -3.24 3.34 2.57  0.061
H: -2.99 3.47 4.32  0.085
H: -1.63 1.50 2.42  0.084
H: -2.03 0.34 4.48  0.040
H: -1.60 1.72 5.47  0.076
H: -0.34 0.86 4.56  0.059
H: -0.40 3.47 5.28  0.103
H: 1.19 5.34 5.13  0.099
H: 1.88 6.15 2.92  0.105
H: 0.99 4.51 -0.28  0.113
H: 2.93 6.43 1.09  0.072
H: 3.05 5.74 -0.52  0.070
H: 3.27 4.71 0.90  0.074
H: 0.59 7.29 0.93  0.083
H: -0.61 6.35 0.05  0.053
H: 0.82 6.95 -0.79  0.081
H: -2.05 5.15 1.59  0.118
H: -3.69 6.35 0.25  0.104
H: -4.18 5.68 -2.07  0.093
H: -3.06 3.67 -3.01  0.114
C: 3.32 -1.88 0.19  0.019
C: 2.97 -0.77 1.11  -0.364
N: 1.91 0.02 1.05  0.053
C: 2.01 0.89 2.10  -0.144
C: 3.14 0.63 2.81  -0.039
N: 3.75 -0.43 2.17  -0.009
C: 5.04 -0.96 2.53  -0.072
N: 5.04 -2.38 2.69  -0.068
N: 5.90 -3.16 1.98  0.062
N: 5.77 -4.37 2.32  0.076
C: 4.80 -4.47 3.27  -0.242
C: 4.25 -5.57 3.93  -0.021
C: 3.22 -5.33 4.81  -0.082
C: 2.76 -4.04 5.07  -0.068
C: 3.29 -2.93 4.44  -0.017
C: 4.31 -3.17 3.53  -0.173
H: 2.59 -1.93 -0.60  0.080
H: 3.34 -2.83 0.72  0.069
H: 4.32 -1.73 -0.22  0.087
H: 1.26 1.65 2.26  0.081
H: 3.56 1.08 3.68  0.121
H: 5.34 -0.47 3.47  0.147
H: 5.78 -0.74 1.76  0.146
H: 4.62 -6.56 3.72  0.116
H: 2.75 -6.17 5.30  0.108
H: 1.96 -3.91 5.79  0.108
H: 2.91 -1.93 4.63  0.111
Te: -0.72 -1.46 2.42  1.427
C: -2.35 -2.11 3.68  -0.513
C: -3.65 -2.18 3.23  -0.139
C: -4.65 -2.67 4.05  -0.082
C: -4.36 -3.10 5.33  -0.086
C: -3.07 -3.00 5.80  -0.083
C: -2.07 -2.51 4.98  -0.144
C: -0.20 -3.49 2.08  -0.495
C: 1.13 -3.84 2.04  -0.160
C: 1.52 -5.14 1.81  -0.078
C: 0.56 -6.12 1.64  -0.080
C: -0.78 -5.79 1.69  -0.083
C: -1.16 -4.47 1.90  -0.128
H: -3.90 -1.85 2.23  0.077
H: -5.66 -2.74 3.67  0.103
H: -5.15 -3.50 5.96  0.102
H: -2.83 -3.32 6.81  0.102
H: -1.05 -2.45 5.35  0.093
H: 1.87 -3.07 2.21  0.053
H: 2.57 -5.40 1.78  0.096
H: 0.86 -7.15 1.47  0.103
H: -1.53 -6.55 1.57  0.104
H: -2.21 -4.22 1.95  0.094